# 1
9 unconnected molecules or ions with the total composition H18O9 in a non-equilibrium geometry, computed with ωB97M-V/def2-TZVPD.

Positions of all 27 atoms, in Å:
1 H 0.1233 0.0883 0.3568
2 H -0.1639 0.5246 -1.0705
3 H 1.6396 2.5914 -1.9283
4 H 1.7688 3.4356 -0.6710
5 H -0.6782 4.4053 1.0456
6 H 0.1031 3.7962 -0.1071
7 H -4.4939 -0.6840 -2.2355
8 H -3.7786 -1.3315 -1.0611
9 H 0.7294 -3.0333 -0.3902
10 H 1.6016 -3.7208 -1.4278
11 H 1.7957 -1.0612 -1.5502
12 H 1.6657 -0.4979 -0.1445
13 H 2.8246 1.4529 2.9179
14 H 3.8455 1.3015 4.0336
15 H -0.8789 -2.1474 4.1911
16 H -2.3175 -1.6583 4.1580
17 H -1.8808 -1.7550 -2.3440
18 H -0.6756 -0.8292 -2.3260
19 O -0.6019 0.2983 -0.2423
20 O 2.2548 2.8090 -1.2190
21 O -0.7851 3.8531 0.2629
22 O -3.6144 -0.8367 -1.8718
23 O 0.6822 -3.5169 -1.2226
24 O 1.5260 -1.3023 -0.6568
25 O 3.4402 0.8197 3.3039
26 O -1.4228 -1.4053 3.9042
27 O -1.6327 -0.8285 -2.4394

Forces on atoms 1 to 6 (eV/Å):
H -0.543 0.114 0.046
H -0.301 0.014 0.206
H 0.058 0.057 -0.053
H 0.346 -0.068 -0.094
H -0.090 -0.025 -0.028
H -0.386 -0.027 0.083

Gap between HOMO and LUMO: 9.8 eV
Multiplicity: 1
E_tot: -18717.18276 eV
Energy above the lowest of the compared OMol25 structures with the same formula, charge and spin: 477.9 kJ/mol
Maximum force: 3.01 eV/Å
LUMO: -0.1 eV
SMILES string: O.O.O.O.O.O.O.O.O



# 2
9 unconnected molecules or ions with the total composition H18O9, computed with ωB97M-V/def2-TZVPD.

Positions of all 27 atoms, in Å:
1 O 2.2806 -2.2612 1.7271
2 H 2.6033 -1.3730 1.5504
3 H 3.0692 -2.8118 1.7323
4 O 0.3272 -0.4590 -0.1211
5 H -0.3049 -0.7688 0.5423
6 H 0.1281 0.4765 -0.2367
7 O -3.1612 0.3628 0.3634
8 H -2.8665 1.2255 0.0353
9 H -3.0153 -0.2460 -0.3664
10 O 0.6278 2.6536 0.1370
11 H 1.4350 2.9614 -0.2930
12 H 0.6313 3.0803 1.0016
13 O -0.5956 -3.2410 -1.8144
14 H -1.0633 -3.5522 -1.0328
15 H -0.6447 -2.2810 -1.7508
16 O 2.9740 -0.6088 -1.0524
17 H 2.1665 -0.8872 -0.5857
18 H 3.5661 -0.2861 -0.3681
19 O -0.4821 1.8771 -2.5096
20 H -0.2065 2.2392 -1.6618
21 H -1.1265 2.5084 -2.8435
22 O -2.1596 3.0455 0.0759
23 H -2.3825 3.6306 0.8055
24 H -1.2046 2.8917 0.1390
25 O -0.4257 -2.8871 1.8979
26 H 0.4752 -2.5366 1.8051
27 H -0.6455 -2.7527 2.8236

Forces on atoms 1 to 6 (eV/Å):
O 0.255 0.201 0.142
H -0.083 0.038 -0.036
H -0.087 -0.154 -0.055
O -0.201 -0.100 0.265
H -0.029 -0.131 -0.042
H 0.060 -0.029 -0.052

Gap between HOMO and LUMO: 10.2 eV
Multiplicity: 1
E_tot: -18719.94337 eV
Energy above the lowest of the compared OMol25 structures with the same formula, charge and spin: 211.5 kJ/mol
Maximum force: 0.36 eV/Å
LUMO: -0.4 eV
SMILES string: O.O.O.O.O.O.O.O.O



# 3
9 unconnected molecules or ions with the total composition H18O9 in a non-equilibrium geometry, computed with ωB97M-V/def2-TZVPD.

Positions of all 27 atoms, in Å:
1 H -0.0929 0.7574 0.1084
2 H 0.1913 -0.5709 0.5859
3 H 2.6685 -2.2034 -1.8683
4 H 2.7221 -2.7829 -0.4767
5 H -3.9037 0.0750 -1.4236
6 H -3.6386 1.7016 -1.5269
7 H -1.2240 0.4181 -2.8166
8 H -2.6017 -0.1333 -2.6258
9 H -0.5089 4.6862 0.2385
10 H -1.4976 5.0497 1.3077
11 H 4.0831 1.0020 1.8902
12 H 5.5795 0.6259 1.8602
13 H -2.0768 -0.8476 2.6528
14 H -0.8246 -1.0111 3.4146
15 H -2.7192 -3.6679 0.1636
16 H -1.5600 -3.8776 1.1187
17 H 2.7596 0.4063 -2.1785
18 H 2.7399 0.0883 -0.6969
19 O 0.6804 0.1860 0.0895
20 O 2.9866 -3.0006 -1.3797
21 O -4.2382 0.9499 -1.1788
22 O -1.7082 -0.4418 -2.6147
23 O -1.0248 5.4949 0.5805
24 O 4.7947 0.9352 1.3520
25 O -1.8458 -0.9703 3.5721
26 O -2.5067 -3.7418 1.1165
27 O 2.7662 0.8727 -1.2648

Forces on atoms 1 to 6 (eV/Å):
H 0.182 0.852 -0.478
H 1.681 1.312 -1.221
H 0.421 -1.047 0.331
H 0.157 -0.242 -0.002
H 0.129 0.613 0.138
H -1.319 -2.305 0.747

Gap between HOMO and LUMO: 10.4 eV
Multiplicity: 1
E_tot: -18717.60459 eV
Energy above the lowest of the compared OMol25 structures with the same formula, charge and spin: 437.2 kJ/mol
Maximum force: 5.10 eV/Å
LUMO: -0.7 eV
SMILES string: O.O.O.O.O.O.O.O.O



# 4
A molecular structure, H18O9 in a non-equilibrium geometry, computed with ωB97M-V/def2-TZVPD.

Positions of all 27 atoms, in Å:
1 O 6.7404 -32.0034 4.9417
2 H 6.8785 -31.2732 5.5450
3 H 5.8029 -31.9821 4.7497
4 O 9.1795 -29.9374 5.4991
5 H 10.1243 -29.9378 5.3457
6 H 8.7951 -29.8325 4.6288
7 O 11.8723 -33.7172 7.0658
8 H 11.4563 -34.1914 6.3458
9 H 11.9256 -32.8124 6.7581
10 O 9.4421 -32.7447 5.4381
11 H 10.2248 -32.2676 5.7138
12 H 8.7765 -32.0668 5.3215
13 O 7.8034 -31.3805 2.8662
14 H 7.6954 -31.8258 3.7066
15 H 6.9523 -30.9761 2.6979
16 O 11.1304 -34.6244 5.2437
17 H 10.4876 -34.0798 4.7894
18 H 10.6058 -35.2087 5.7912
19 O 7.5109 -33.4616 6.6780
20 H 7.4885 -34.1724 7.3188
21 H 8.3527 -33.5648 6.2344
22 O 11.1708 -31.8682 5.8194
23 H 11.0682 -31.0799 6.3526
24 H 11.3896 -31.5410 4.9469
25 O 7.0302 -30.1133 5.8172
26 H 7.9640 -30.3227 5.7983
27 H 6.9822 -29.2039 5.5221

Forces on atoms 1 to 6 (eV/Å):
O -1.176 -4.283 -2.045
H -1.582 -1.214 -0.056
H -0.090 -0.259 -0.045
O 3.531 1.156 -0.679
H 0.092 0.267 -0.127
H 0.135 0.098 -1.211

Gap between HOMO and LUMO: 8.7 eV
Multiplicity: 1
E_tot: -18711.42805 eV
Energy above the lowest of the compared OMol25 structures with the same formula, charge and spin: 1033.1 kJ/mol
Maximum force: 11.87 eV/Å
LUMO: -0.8 eV



# 5
9 unconnected molecules or ions with the total composition H18O9, computed with ωB97M-V/def2-TZVPD.

Positions of all 27 atoms, in Å:
1 O 0.9000 1.9433 1.5158
2 H 0.0925 1.6645 1.9670
3 H 1.5553 2.0391 2.2170
4 O -0.5355 -3.0209 -2.1820
5 H 0.1708 -3.6429 -1.9820
6 H -0.0824 -2.1771 -2.2738
7 O -2.8265 -0.6836 -1.0233
8 H -3.4867 -1.1542 -1.5415
9 H -2.0486 -0.6717 -1.5923
10 O 1.5333 -1.4350 3.2754
11 H 1.3272 -0.9122 2.4932
12 H 0.6897 -1.5051 3.7337
13 O 0.2702 -0.3200 -0.2822
14 H -0.5421 -0.7680 -0.0116
15 H 0.2566 0.5203 0.1913
16 O -0.6920 2.6038 -2.5957
17 H -0.0006 2.6435 -1.9216
18 H -1.1181 3.4624 -2.5255
19 O 1.0649 3.9399 -0.5237
20 H 0.7888 4.7088 -0.0167
21 H 0.9921 3.1964 0.1000
22 O -1.4417 -1.8610 2.9134
23 H -1.4740 -2.4629 3.6645
24 H -1.7392 -2.3917 2.1664
25 O 2.2300 -1.1287 -2.2843
26 H 2.7381 -1.6105 -1.6247
27 H 1.3776 -0.9764 -1.8566

Forces on atoms 1 to 6 (eV/Å):
O -0.264 -0.170 0.234
H 0.032 0.184 0.085
H 0.075 -0.062 -0.101
O -0.133 0.051 0.167
H 0.013 0.001 -0.059
H 0.091 -0.108 -0.190

Gap between HOMO and LUMO: 10.8 eV
Multiplicity: 1
E_tot: -18719.77091 eV
Energy above the lowest of the compared OMol25 structures with the same formula, charge and spin: 228.1 kJ/mol
Maximum force: 0.59 eV/Å
LUMO: -0.1 eV
SMILES string: O.O.O.O.O.O.O.O.O



# 6
9 unconnected molecules or ions with the total composition H18O9, computed with ωB97M-V/def2-TZVPD.

Positions of all 27 atoms, in Å:
1 O -2.1785 4.6956 3.6229
2 H -1.3694 4.2379 3.3947
3 H -1.9621 5.6238 3.5346
4 O -0.2691 0.9653 5.7617
5 H -1.2168 0.8956 5.6465
6 H 0.0983 0.5783 4.9670
7 O -3.7981 0.4729 -1.2030
8 H -4.5715 -0.0310 -1.4565
9 H -4.1228 1.3649 -1.0795
10 O 2.4982 3.6598 1.4520
11 H 3.0862 3.3977 2.1605
12 H 2.9282 4.4147 1.0502
13 O -0.9899 -3.6767 -5.0230
14 H -1.0365 -3.2384 -4.1734
15 H -0.2858 -3.2247 -5.4879
16 O -4.1191 -1.0511 3.2302
17 H -3.6928 -0.6842 2.4557
18 H -3.9922 -1.9964 3.1489
19 O 4.1546 -3.3408 -1.1415
20 H 5.0021 -2.9363 -0.9562
21 H 3.5147 -2.7490 -0.7458
22 O 3.4426 -2.4075 -5.8433
23 H 3.5002 -2.3052 -4.8934
24 H 4.3213 -2.6783 -6.1093
25 O 0.5793 -0.3091 -0.8248
26 H 0.8042 0.5060 -0.3761
27 H -0.3254 -0.1836 -1.1112

Forces on atoms 1 to 6 (eV/Å):
O -0.229 -0.091 0.026
H 0.225 -0.159 -0.028
H 0.018 0.240 -0.001
O 0.173 0.118 0.145
H -0.298 -0.003 0.011
H 0.108 -0.118 -0.175

Gap between HOMO and LUMO: 11.4 eV
Multiplicity: 1
E_tot: -18719.07559 eV
Energy above the lowest of the compared OMol25 structures with the same formula, charge and spin: 295.2 kJ/mol
Maximum force: 0.32 eV/Å
LUMO: 0.1 eV
SMILES string: O.O.O.O.O.O.O.O.O



# 7
9 unconnected molecules or ions with the total composition H18O9, computed with ωB97M-V/def2-TZVPD.

Positions of all 27 atoms, in Å:
1 O 10.8783 17.5977 -13.0299
2 H 11.0200 18.4918 -13.3560
3 H 10.4085 17.7168 -12.1904
4 O 10.4599 16.9258 -8.8917
5 H 10.3025 17.7477 -8.4120
6 H 10.4508 17.1953 -9.8284
7 O 12.5668 15.0648 -10.5716
8 H 12.5523 14.4214 -9.8550
9 H 12.4244 15.9157 -10.1380
10 O 9.5010 18.7491 -10.7976
11 H 9.4639 19.3598 -10.0448
12 H 8.6782 18.8997 -11.2817
13 O 13.4789 17.4955 -8.0715
14 H 13.8976 16.6440 -7.9001
15 H 12.8744 17.6203 -7.3338
16 O 10.1851 20.0105 -8.1336
17 H 10.5973 20.5446 -8.8275
18 H 10.8448 19.9938 -7.4284
19 O 7.5369 18.6258 -6.8881
20 H 8.1287 17.8588 -6.8292
21 H 8.1173 19.3754 -7.0644
22 O 9.5503 14.3908 -9.8136
23 H 8.6283 14.6011 -9.9940
24 H 9.9303 15.2142 -9.4712
25 O 8.3494 15.7178 -6.9985
26 H 8.3526 15.4285 -6.0781
27 H 9.2745 15.6702 -7.2785

Forces on atoms 1 to 6 (eV/Å):
O -0.148 -0.037 0.114
H 0.011 -0.040 0.057
H 0.281 0.069 -0.356
O 0.284 0.012 -0.171
H -0.102 0.031 -0.166
H -0.168 0.023 0.474

Gap between HOMO and LUMO: 10.1 eV
Multiplicity: 1
E_tot: -18719.62335 eV
Energy above the lowest of the compared OMol25 structures with the same formula, charge and spin: 242.4 kJ/mol
Maximum force: 0.62 eV/Å
LUMO: -0.5 eV
SMILES string: O.O.O.O.O.O.O.O.O



# 8
A molecular structure, H18O9 in a non-equilibrium geometry, computed with ωB97M-V/def2-TZVPD.

Positions of all 27 atoms, in Å:
1 O 1.2092 -0.6379 -1.5617
2 H 1.8751 -0.8029 -2.2292
3 H 0.6174 -1.3877 -1.6227
4 O -0.2479 0.8521 -2.2348
5 H 0.3103 0.1795 -1.8447
6 H 0.3032 1.2658 -2.8992
7 O 0.4175 1.3284 1.9664
8 H 0.1703 0.9352 1.1294
9 H 1.1123 0.7619 2.3018
10 O -0.0927 0.3715 0.1296
11 H 0.2637 -0.3751 -0.3519
12 H -0.7996 0.0009 0.6580
13 O -0.5927 -1.0293 2.1603
14 H -0.8401 -0.4722 2.8983
15 H -1.1917 -0.7769 1.4577
16 O -0.2036 -1.8445 -0.3804
17 H -1.1555 -1.8345 -0.4801
18 H 0.0417 -2.7607 -0.5095
19 O -1.8756 -0.2618 0.9309
20 H -1.8881 -0.9324 0.2480
21 H -2.6673 0.2534 0.7759
22 O -0.6765 2.4540 0.0380
23 H -0.7684 1.5478 -0.2563
24 H -0.0605 2.4076 0.7692
25 O 2.3927 0.0471 -0.0661
26 H 2.5427 0.9700 -0.2715
27 H 1.8040 -0.2596 -0.7558

Forces on atoms 1 to 6 (eV/Å):
O 0.251 -6.653 -8.782
H 0.629 0.331 -0.510
H -0.433 -0.718 -0.134
O -2.568 1.947 -2.113
H -0.959 2.011 -1.030
H -0.158 0.319 -0.248

Gap between HOMO and LUMO: 7.6 eV
Multiplicity: 1
E_tot: -18703.85600 eV
Energy above the lowest of the compared OMol25 structures with the same formula, charge and spin: 1763.7 kJ/mol
Maximum force: 17.92 eV/Å
LUMO: -1.1 eV



# 9
9 unconnected molecules or ions with the total composition H18O9 in a non-equilibrium geometry, computed with ωB97M-V/def2-TZVPD.

Positions of all 27 atoms, in Å:
1 H -0.0410 1.0848 0.8928
2 H 1.2608 1.1445 0.1107
3 H -0.5698 -2.3863 -1.0387
4 H -0.8849 -2.5548 0.4386
5 H -2.4686 2.3739 -2.5922
6 H -2.2891 1.2766 -3.6284
7 H 1.3894 -3.9237 1.2720
8 H 0.3881 -2.7862 1.3887
9 H 0.9610 -1.7939 -2.9295
10 H 1.3455 -1.4325 -1.5041
11 H -0.7210 1.5157 3.7202
12 H -1.0875 2.6577 2.7867
13 H -0.2081 1.0860 -2.4021
14 H -0.3516 2.2745 -1.4657
15 H -1.3160 0.1515 0.1044
16 H -0.7752 -0.0253 -1.3050
17 H 2.0585 0.9080 3.6673
18 H 3.4175 1.2804 3.0976
19 O 0.5962 0.5259 0.4341
20 O -1.2900 -2.3141 -0.4023
21 O -1.7930 1.9160 -3.1049
22 O 1.2745 -2.9886 1.0687
23 O 1.0820 -2.1789 -2.0541
24 O -1.4776 2.0078 3.3821
25 O -0.0234 2.0298 -2.3383
26 O -1.1597 -0.5179 -0.5713
27 O 2.6829 0.6691 2.9729

Forces on atoms 1 to 6 (eV/Å):
H 0.299 0.033 0.171
H 0.233 0.062 0.201
H 0.179 -0.245 0.102
H -0.308 -0.240 -0.566
H -0.250 -0.010 -0.108
H -0.633 0.018 -0.228

Gap between HOMO and LUMO: 7.5 eV
Multiplicity: 1
E_tot: -18713.29748 eV
Energy above the lowest of the compared OMol25 structures with the same formula, charge and spin: 852.7 kJ/mol
Maximum force: 8.62 eV/Å
LUMO: -0.1 eV
SMILES string: O.O.O.O.O.O.O.O.O